Arrangement 1

One molecule with the formula CHN3O3. Source: the Open Molecules 2025 dataset; level of theory: ωB97M-V/def2-TZVPD.

CARTESIAN COORDINATES (ANGSTROEM)
N 2.517 0.680 -1.080
C 1.592 -0.016 -1.033
N 0.533 -0.721 -1.172
N -0.461 -0.894 -0.513
O -1.365 -1.630 -0.641
O -0.981 0.096 0.739
O -0.643 1.329 1.470
H -1.192 1.156 2.229

The LUMO energy (spin up / spin down) comes out at -1.9 / -1.9 eV. The value obtained for the HOMO energy (spin up / spin down) is -10.757 / -10.759 eV. As for the structure (SMILES): N#C/N=[N+](/[O-])OO. As for the HOMO-LUMO gap (spin up / spin down): 8.885 / 8.886 eV.



Arrangement 2

A 2-piece molecular cluster, CHN3O3 overall. Source: the Open Molecules 2025 dataset; level of theory: ωB97M-V/def2-TZVPD.

CARTESIAN COORDINATES (ANGSTROEM)
C 1.784 0.765 -0.068
N 2.579 1.289 0.547
N -0.402 -0.096 -1.044
N -0.385 -1.037 0.139
O 0.352 -1.932 -0.106
O -1.105 -0.770 1.095
O -1.180 0.910 -0.746
H -1.643 0.872 0.184

The LUMO energy (spin up / spin down) comes out at -3.8 / -2.7 eV. The value obtained for the HOMO energy (spin up / spin down) is -11.224 / -12.498 eV. As for the HOMO-LUMO gap (spin up / spin down): 7.383 / 9.775 eV.



Last place for stability: arrangement 2



Arrangement 1

One molecule with the formula CHBr2Cl2P. Source: the Open Molecules 2025 dataset; level of theory: ωB97M-V/def2-TZVPD.

CARTESIAN COORDINATES (ANGSTROEM)
Cl -0.052 1.412 2.349
P -1.563 0.493 1.400
Cl -2.534 -0.652 2.678
Br -3.558 2.225 1.368
C -0.570 -0.642 0.560
Br -1.115 -2.008 -0.670
H 0.220 -0.199 0.159

The LUMO energy (spin up / spin down) comes out at -2.2 / -2.3 eV. The value obtained for the HOMO energy (spin up / spin down) is -9.074 / -9.279 eV. As for the structure (SMILES): ClP(Cl)(Br)=CBr. As for the HOMO-LUMO gap (spin up / spin down): 6.903 / 7.020 eV.



Arrangement 2

CHBr2Cl2P as an isolated structure. Source: the Open Molecules 2025 dataset; level of theory: ωB97M-V/def2-TZVPD.

CARTESIAN COORDINATES (ANGSTROEM)
C -0.319 -0.380 0.400
P 0.377 1.154 -0.418
Cl -0.698 0.964 -2.077
Cl 2.149 0.446 -0.922
Br -2.131 -0.154 1.039
Br 0.838 -0.601 2.031
H -0.216 -1.430 -0.053

The LUMO energy comes out at 0.3 eV. The value obtained for the HOMO energy is -10.100 eV. As for the HOMO-LUMO gap: 10.396 eV.



Last place for stability: arrangement 1



Arrangement 1

One molecule with the formula C2H3FOS. Source: the Open Molecules 2025 dataset; level of theory: ωB97M-V/def2-TZVPD.

CARTESIAN COORDINATES (ANGSTROEM)
O 0.255 -1.853 -0.742
C 0.042 -0.736 -0.560
S 0.361 0.579 -1.942
C -0.148 -0.068 0.822
F -0.284 1.252 0.751
H -0.149 1.469 -1.121
H 0.834 -0.089 1.432
H -0.912 -0.553 1.361

The LUMO energy comes out at 0.5 eV. The value obtained for the HOMO energy is -9.898 eV. As for the structure (SMILES): O=C(S)CF. As for the HOMO-LUMO gap: 10.400 eV.



Arrangement 2

One molecule with the formula C2H3FOS. Source: the Open Molecules 2025 dataset; level of theory: ωB97M-V/def2-TZVPD.

CARTESIAN COORDINATES (ANGSTROEM)
O -1.468 -0.360 0.279
C -0.223 -0.743 0.311
S 0.319 -2.115 1.017
C 0.695 0.444 -0.133
F -0.077 1.093 -1.153
H -1.662 0.376 -0.311
H 1.589 0.119 -0.629
H 0.827 1.187 0.618

The LUMO energy comes out at 0.0 eV. The value obtained for the HOMO energy is -9.144 eV. As for the structure (SMILES): OC(=S)CF. As for the HOMO-LUMO gap: 9.191 eV.



Last place for stability: arrangement 1



Arrangement 1

A 2-piece molecular cluster, C5H16N3 overall. Source: the Open Molecules 2025 dataset; level of theory: ωB97M-V/def2-TZVPD.

CARTESIAN COORDINATES (ANGSTROEM)
C 0.107 -2.151 -2.697
N -0.012 -1.595 -1.353
C 0.351 -2.215 -0.262
N 0.286 -1.697 0.939
H 0.749 -1.512 -3.298
H -0.876 -2.221 -3.158
H 0.550 -3.143 -2.622
H -0.379 -0.664 -1.225
H 0.704 -3.235 -0.373
H 0.007 -0.680 1.050
H 0.575 -2.271 1.715
C -1.360 1.685 1.565
N -0.248 1.117 0.793
C -0.157 1.809 -0.498
C 1.021 1.289 1.523
H -2.286 1.573 1.005
H -1.179 2.748 1.761
H -1.461 1.181 2.527
H 0.693 1.454 -1.079
H -1.089 1.638 -1.046
H -0.042 2.891 -0.377
H 1.835 0.842 0.948
H 0.964 0.803 2.495
H 1.248 2.354 1.665

The LUMO energy comes out at -2.8 eV. The value obtained for the HOMO energy is -13.103 eV. Its charge is +1. As for the HOMO-LUMO gap: 10.282 eV.



Arrangement 2

A 2-piece molecular cluster, C5H16N3 overall. Source: the Open Molecules 2025 dataset; level of theory: ωB97M-V/def2-TZVPD.

CARTESIAN COORDINATES (ANGSTROEM)
C 1.335 2.255 1.521
C 0.352 3.309 1.356
H 1.656 1.880 0.527
H 2.308 2.513 2.084
H 0.794 1.378 2.121
H 0.815 4.029 0.768
H -0.153 3.739 2.297
H -0.602 3.008 1.021
C -0.573 -1.229 0.775
C -0.098 -2.647 0.781
C -0.510 -0.869 -1.690
N -0.161 -0.487 -0.391
N -1.781 -1.085 -2.070
N 0.471 -0.705 -2.715
H -1.620 -1.034 1.107
H 0.071 -0.600 1.566
H 0.731 -2.925 1.496
H 0.457 -2.749 -0.171
H 0.879 -0.333 -0.338
H -2.396 -1.694 -1.522
H -2.098 -1.225 -3.061
H 0.133 -1.224 -3.559
H 0.906 0.016 -2.955
H -0.917 -3.322 1.053

The LUMO energy comes out at -4.0 eV. The value obtained for the HOMO energy is -13.793 eV. Its charge is +1. As for the HOMO-LUMO gap: 9.841 eV.



Arrangement 3

A 2-piece molecular cluster, C5H16N3 overall. Source: the Open Molecules 2025 dataset; level of theory: ωB97M-V/def2-TZVPD.

CARTESIAN COORDINATES (ANGSTROEM)
C -1.830 0.519 -0.850
C -0.598 -1.653 -0.643
C -0.998 -0.234 1.395
C 0.952 1.556 0.439
C -0.712 -0.232 -0.098
N 2.567 -0.744 0.408
N 0.952 0.334 -1.562
N 0.521 0.508 -0.436
H -1.667 0.462 -1.923
H -2.783 0.052 -0.619
H -1.888 1.563 -0.552
H -1.540 -2.175 -0.503
H 0.177 -2.201 -0.114
H -0.365 -1.644 -1.702
H -1.250 0.754 1.772
H -1.858 -0.874 1.577
H -0.166 -0.641 1.962
H 1.875 2.002 0.072
H 0.177 2.326 0.482
H 1.106 1.181 1.448
H 2.435 -1.343 1.219
H 3.425 -0.232 0.586
H 2.761 -1.369 -0.369
H 1.747 0.915 -1.837

The LUMO energy comes out at -5.0 eV. The value obtained for the HOMO energy is -14.560 eV. Its charge is +1. As for the HOMO-LUMO gap: 9.578 eV.



Arrangement 4

A 2-piece molecular cluster, C5H16N3 overall. Source: the Open Molecules 2025 dataset; level of theory: ωB97M-V/def2-TZVPD.

CARTESIAN COORDINATES (ANGSTROEM)
C -0.400 0.320 -2.125
C -1.143 -0.942 -2.962
C 1.257 -0.010 -0.330
N -0.032 -0.067 -0.698
N 2.314 0.325 -1.156
N 1.453 -0.384 0.964
H 0.360 0.745 -2.740
H -1.278 1.021 -1.886
H -0.301 -1.385 -3.459
H -1.925 -0.672 -3.796
H -0.783 -0.229 -0.026
H 2.410 -0.071 -2.120
H 3.194 0.240 -0.636
H 0.642 -0.682 1.470
H 2.239 -0.033 1.492
H -1.345 -1.737 -2.238
C -1.521 0.813 2.280
C -1.564 0.003 3.620
H -2.419 1.337 1.925
H -0.963 1.696 2.222
H -1.164 0.174 1.450
H -1.451 0.489 4.486
H -0.586 -0.546 3.596
H -2.550 -0.573 3.594

The LUMO energy comes out at -3.1 eV. The value obtained for the HOMO energy is -14.350 eV. Its charge is +1. As for the HOMO-LUMO gap: 11.222 eV.



Last place for stability: arrangement 2



Arrangement 1

A 2-piece molecular cluster, C3H2Cl2O overall. Source: the Open Molecules 2025 dataset; level of theory: ωB97M-V/def2-TZVPD.

CARTESIAN COORDINATES (ANGSTROEM)
Cl -2.498 -2.019 0.661
C -1.922 -0.476 0.221
C -1.551 0.654 -0.012
Cl -1.122 2.219 -0.206
C 1.807 -0.198 -0.071
O 0.872 -0.609 -0.748
H 1.574 0.689 0.527
H 2.840 -0.259 -0.371

The LUMO energy comes out at 0.4 eV. The value obtained for the HOMO energy is -9.406 eV. As for the structure (SMILES): ClC#CCl.C=O. As for the HOMO-LUMO gap: 9.803 eV.



Arrangement 2

A 2-piece molecular cluster, C3H2Cl2O overall. Source: the Open Molecules 2025 dataset; level of theory: ωB97M-V/def2-TZVPD.

CARTESIAN COORDINATES (ANGSTROEM)
C 1.558 0.228 0.581
C 1.545 1.395 0.442
C 1.533 2.809 0.369
O 1.212 3.553 1.282
Cl 1.987 3.493 -1.171
H 1.508 -0.832 0.458
Cl -2.608 0.280 -0.213
H -2.652 -0.847 0.292

The LUMO energy comes out at -0.4 eV. The value obtained for the HOMO energy is -11.012 eV. As for the structure (SMILES): C#CC(=O)Cl.Cl. As for the HOMO-LUMO gap: 10.619 eV.



Last place for stability: arrangement 1